Entry from the OMol25 dataset: C8H12ClP in the gas phase at a distorted geometry (ωB97M-V/def2-TZVPD).

The charge is 0. The calculation puts the total energy at -1113.41020 Eh. Its energy above the lowest of the compared OMol25 structures with the same formula, charge and spin is 326.7 kJ/mol. The calculation puts the HOMO energy at -8.3 eV. The LUMO energy is 0.66 eV.

Last column: Mulliken charge in e.
Cartesian coordinates (Å):
C (0.082, -0.574, -0.373)  0.75
C (-1.941, -0.710, 0.618)  0.53
C (-0.730, 1.808, 0.135)  0.50
C (0.306, 0.730, -0.368)  0.11
C (0.767, -1.788, -0.587)  -1.36
C (-2.434, -2.100, 0.629)  -0.85
C (-0.179, 2.945, 1.003)  -1.39
C (1.597, 1.351, -0.921)  -1.56
P (-2.217, 0.854, 1.015)  -0.34
Cl (-1.533, 2.507, -1.263)  -0.18
H (1.724, -1.663, -1.108)  0.33
H (0.290, -2.528, -1.244)  0.35
H (0.694, -2.440, 0.356)  0.26
H (-3.362, -2.317, 0.051)  0.27
H (-2.772, -2.383, 1.712)  0.27
H (-1.674, -2.737, 0.257)  0.21
H (0.690, 3.554, 0.573)  0.30
H (0.082, 2.606, 1.985)  0.40
H (-1.037, 3.631, 1.314)  0.37
H (2.251, 1.778, -0.167)  0.33
H (1.425, 2.032, -1.734)  0.34
H (2.256, 0.558, -1.346)  0.35